Record 1
{
  "formula": "C54H73FN6O30S5",
  "method": "wB97M-V/def2-TZVPD",
  "spin_multiplicity": 1,
  "e_lumo_ev": -2.141,
  "total_charge": 0,
  "gap_ev": 5.0,
  "energy_ev": -184366.9233,
  "symbols": ["C", "C", "C", "C", "C", "C", "N", "O", "O", "H", "H", "H", "H", "H", "C", "C", "C", "C", "C", "C", "N", "O", "O", "H", "H", "H", "H", "H", "C", "C", "C", "C", "C", "C", "N", "O", "O", "H", "H", "H", "H", "H", "C", "C", "C", "C", "C", "C", "N", "O", "O", "H", "H", "H", "H", "H", "C", "C", "C", "C", "C", "C", "N", "O", "O", "H", "H", "H", "H", "H", "C", "C", "C", "C", "C", "C", "N", "O", "O", "H", "H", "H", "H", "H", "O", "S", "O", "O", "C", "C", "C", "H", "H", "H", "H", "H", "H", "H", "H", "O", "S", "O", "O", "C", "C", "C", "H", "H", "H", "H", "H", "H", "H", "H", "O", "S", "O", "O", "C", "C", "C", "H", "H", "H", "H", "H", "H", "H", "H", "O", "S", "O", "O", "C", "C", "C", "H", "H", "H", "H", "H", "H", "H", "H", "O", "S", "O", "O", "C", "C", "C", "H", "H", "H", "H", "H", "H", "H", "H", "C", "C", "O", "C", "O", "O", "F", "H", "H", "H"],
  "coordinates": [[21.11992, 17.66114, 1.79118], [20.50247, 17.77650, 3.04873], [20.62909, 18.89167, 3.79184], [21.44545, 19.93001, 3.29733], [21.92522, 19.85273, 1.97295], [21.77966, 18.75581, 1.22894], [21.66746, 21.06862, 4.19328], [20.90146, 21.21778, 5.07959], [22.79934, 21.53859, 4.13932], [20.86588, 16.76406, 1.24609], [20.04432, 16.88454, 3.44986], [20.13184, 19.00457, 4.74387], [22.26469, 20.77329, 1.52157], [22.11197, 18.69030, 0.20343], [14.91134, 18.34372, 0.47092], [15.95306, 17.39968, 0.51143], [17.21035, 17.84743, 0.73985], [17.50963, 19.20713, 0.87578], [16.41736, 20.21565, 0.57285], [15.14051, 19.70652, 0.49736], [18.90644, 19.63176, 1.09548], [19.82928, 18.77629, 1.20946], [19.13531, 20.85627, 1.12027], [13.96631, 18.03654, 0.04786], [15.86927, 16.32969, 0.39100], [18.04389, 17.21606, 0.46970], [16.61638, 21.26065, 0.38639], [14.35076, 20.35135, 0.14113], [16.97450, 19.29602, 3.45585], [17.71747, 18.15603, 3.84811], [17.08746, 17.30669, 4.72163], [15.67574, 17.44734, 5.03691], [15.02967, 18.54363, 4.60878], [15.68281, 19.54511, 3.77167], [14.99910, 16.46906, 5.83385], [15.02783, 15.32032, 5.58238], [14.37860, 16.79688, 6.83481], [17.53416, 20.00834, 2.86781], [18.76316, 18.16042, 3.57810], [17.70939, 16.45010, 4.93579], [14.18162, 18.86909, 5.19298], [15.26801, 20.45771, 3.36979], [25.40775, 17.05584, 0.35122], [24.45136, 17.70095, 1.07081], [23.52404, 17.04097, 1.80600], [23.52143, 15.66516, 1.89312], [24.44167, 14.95494, 1.09367], [25.34053, 15.66969, 0.35242], [22.62085, 14.85654, 2.74866], [21.84241, 15.41860, 3.54963], [22.52598, 13.68031, 2.55593], [26.14667, 17.57855, -0.23797], [24.51959, 18.77627, 1.14443], [22.78483, 17.71115, 2.21933], [24.40791, 13.87558, 1.07744], [26.07668, 15.24240, -0.31235], [27.31561, 20.32131, -1.94302], [26.82464, 19.43968, -2.92655], [25.65711, 18.79565, -2.63046], [24.81980, 19.20472, -1.60055], [25.17724, 20.23280, -0.76976], [26.50491, 20.69404, -0.87343], [23.47458, 18.58522, -1.55606], [23.04676, 17.70625, -2.27323], [22.69497, 18.97658, -0.62596], [28.30454, 20.74315, -2.04537], [27.52107, 19.25441, -3.73095], [25.18667, 18.03239, -3.23256], [24.58145, 20.65816, 0.02428], [26.85918, 21.48960, -0.23468], [21.93909, 15.16005, 0.43990], [22.44502, 16.16971, -0.40745], [21.58285, 16.92249, -1.09011], [20.23360, 16.84065, -0.81892], [19.71082, 15.90687, 0.14281], [20.58202, 15.03909, 0.79311], [19.29275, 17.78802, -1.51816], [18.06690, 17.69077, -1.28560], [19.81747, 18.52069, -2.29559], [22.58165, 14.32365, 0.67217], [23.49110, 16.24521, -0.66519], [22.02239, 17.53567, -1.86292], [18.66173, 15.84112, 0.39074], [20.24683, 14.15537, 1.31569], [17.53815, 24.57599, 2.73956], [18.83403, 24.94645, 2.01035], [19.68228, 26.07075, 2.28174], [19.84179, 23.52182, 2.00687], [19.56129, 22.39821, 2.76630], [19.70701, 22.65946, 4.39971], [18.64482, 24.82358, 0.15713], [20.14552, 21.49381, 2.59650], [18.59196, 22.00236, 2.46334], [19.72650, 21.68689, 4.89146], [18.79524, 23.12037, 4.77967], [20.65104, 23.15250, 4.63166], [18.51275, 23.79113, -0.16646], [19.58561, 25.28434, -0.14408], [17.86132, 25.48729, -0.20851], [18.62210, 19.72418, 4.66205], [18.36486, 19.23527, 5.97816], [18.59029, 17.81890, 6.35155], [19.14990, 20.23095, 7.07048], [19.34074, 21.54723, 6.56973], [19.50653, 22.45059, 7.87475], [16.63621, 19.73933, 6.46799], [18.42034, 21.77259, 6.03106], [20.16231, 21.71980, 5.87451], [18.70974, 22.28856, 8.60067], [19.42098, 23.46521, 7.48575], [20.48892, 22.18601, 8.26590], [16.54925, 20.80485, 6.25541], [16.56748, 19.55100, 7.53940], [15.89419, 19.10000, 5.98973], [24.32942, 20.07801, 1.63975], [24.60133, 21.34436, 2.18473], [24.76265, 21.42669, 3.63629], [25.90845, 22.05000, 1.42584], [26.32379, 23.38304, 1.82370], [27.75684, 23.84073, 1.47203], [23.16470, 22.56051, 1.69047], [26.32085, 23.32497, 2.91215], [25.60112, 24.15581, 1.56164], [27.90888, 23.99020, 0.40308], [28.49888, 23.13113, 1.83798], [28.11092, 24.76657, 1.92539], [23.39859, 23.56155, 2.05285], [22.21417, 22.25021, 2.12439], [23.10572, 22.57862, 0.60222], [19.46910, 12.34715, 5.26806], [19.52197, 13.10873, 4.01868], [18.56322, 12.72629, 2.93716], [19.36332, 14.80946, 4.37143], [20.11643, 15.59827, 5.26719], [19.56730, 15.63343, 6.67261], [21.28385, 13.08297, 3.35440], [20.33785, 16.62112, 4.96248], [21.11643, 15.25116, 5.52723], [20.17245, 16.39858, 7.15886], [19.67551, 14.65232, 7.13500], [18.52638, 15.93050, 6.80047], [21.26399, 13.68740, 2.44754], [21.74829, 12.11048, 3.19117], [21.94494, 13.69613, 3.96686], [23.20280, 16.76853, 7.29005], [23.55945, 18.16089, 6.98853], [24.48364, 18.97793, 7.73367], [24.04461, 18.12847, 5.37642], [24.43764, 19.31112, 4.71441], [25.62540, 18.95934, 3.79829], [21.97478, 19.14160, 6.66730], [24.69917, 20.01649, 5.50318], [23.71159, 19.90530, 4.15951], [26.59616, 19.09437, 4.27526], [25.49819, 19.54400, 2.88719], [25.41641, 17.94366, 3.46236], [21.24756, 18.66324, 6.01124], [22.34814, 20.02074, 6.14212], [21.49604, 19.30734, 7.63242], [22.55652, 22.84829, -2.26428], [22.17498, 21.53944, -2.94965], [21.78435, 20.82028, -1.82674], [22.22109, 21.36753, -0.69252], [22.17819, 20.92158, 0.39903], [22.91791, 22.42904, -0.96509], [23.33937, 21.09244, -3.39786], [21.77152, 23.59454, -2.14186], [23.46596, 23.30014, -2.66032], [21.48027, 21.46944, -3.78666]]
}

---

Record 2
{
  "formula": "C54H75GeN3O4P2Ti",
  "method": "wB97M-V/def2-TZVPD",
  "spin_multiplicity": 3,
  "e_lumo_ev": [3.514, 3.509],
  "total_charge": -2,
  "gap_ev": [3.6, 3.6],
  "energy_ev": -168088.4011,
  "symbols": ["Ti", "C", "C", "C", "C", "C", "C", "C", "N", "C", "C", "C", "C", "C", "C", "C", "N", "C", "C", "C", "C", "H", "H", "H", "H", "H", "H", "H", "H", "H", "H", "H", "H", "H", "H", "H", "H", "H", "H", "H", "H", "H", "H", "H", "H", "C", "C", "C", "C", "C", "C", "P", "C", "C", "C", "C", "C", "C", "C", "C", "C", "C", "C", "C", "H", "H", "H", "H", "H", "H", "H", "H", "H", "H", "H", "H", "H", "H", "H", "C", "C", "C", "C", "C", "C", "N", "H", "H", "H", "H", "H", "H", "H", "H", "C", "C", "C", "C", "O", "P", "O", "O", "O", "C", "C", "C", "C", "H", "H", "H", "H", "H", "H", "H", "H", "H", "H", "H", "H", "H", "H", "H", "H", "H", "H", "C", "Ge", "C", "C", "C", "H", "H", "H", "H", "H", "H", "H", "H", "H", "H"],
  "coordinates": [[-0.04417, 0.31230, 0.21947], [6.46709, -0.19834, 2.90356], [5.52953, 0.98571, 3.18188], [6.24057, 2.28025, 2.77938], [5.23520, 1.05385, 4.68835], [4.22846, 0.78640, 2.42350], [3.37326, -0.29254, 2.75765], [2.20451, -0.47248, 2.06581], [1.78296, 0.32675, 1.07806], [2.58678, 1.39273, 0.74412], [3.81899, 1.60260, 1.40063], [2.05033, 2.21967, -0.26865], [2.59787, 3.43580, -0.71757], [2.00759, 4.18374, -1.70163], [0.88003, 3.59479, -2.34165], [0.36124, 2.42976, -1.85895], [0.82559, 1.77975, -0.76683], [2.51715, 5.57445, -2.04790], [1.63390, 6.26611, -3.08997], [3.95221, 5.49925, -2.58868], [2.50891, 6.43721, -0.77504], [7.41276, -0.07175, 3.43751], [6.67874, -0.27635, 1.83557], [6.01279, -1.13622, 3.22599], [7.12756, 2.42764, 3.39900], [5.58144, 3.13940, 2.91723], [6.56011, 2.24954, 1.73578], [6.15275, 1.23297, 5.25459], [4.79497, 0.12376, 5.04720], [4.53248, 1.86181, 4.90008], [3.62397, -0.98166, 3.55211], [1.55529, -1.30820, 2.29937], [4.42743, 2.43275, 1.06952], [3.49656, 3.79357, -0.22695], [0.41902, 4.03607, -3.21255], [-0.47089, 1.95808, -2.36146], [1.63146, 5.72179, -4.03570], [2.00996, 7.27395, -3.27967], [0.60527, 6.34324, -2.73474], [3.98395, 4.92829, -3.51866], [4.61156, 5.01090, -1.86952], [4.33803, 6.50351, -2.78419], [1.49807, 6.49961, -0.36784], [2.86216, 7.44876, -0.99399], [3.15082, 6.00737, -0.00524], [-4.27094, 3.05105, -4.13142], [-4.67533, 1.72433, -4.08339], [-4.14150, 0.86024, -3.13798], [-3.16244, 1.28059, -2.24066], [-2.83468, 2.64077, -2.24672], [-3.36280, 3.51154, -3.18764], [-2.35965, 0.13440, -0.98157], [-1.31101, -0.62758, -2.67203], [0.07892, -0.53687, -2.74529], [0.81337, -0.95337, -3.84963], [0.16868, -1.54285, -4.92170], [-1.20916, -1.72379, -4.85202], [-1.92187, -1.26585, -3.75609], [-3.69929, 1.05315, 0.24296], [-5.04229, 0.67094, 0.22801], [-6.03287, 1.37104, 0.90073], [-5.70494, 2.51460, 1.61917], [-4.38199, 2.92839, 1.64624], [-3.40443, 2.21702, 0.96076], [-4.67679, 3.72539, -4.87795], [-5.40815, 1.35524, -4.79359], [-4.49768, -0.16026, -3.08539], [-2.16327, 3.02326, -1.48887], [-3.06790, 4.55651, -3.17568], [0.63210, -0.14762, -1.88947], [1.89330, -0.82974, -3.86726], [0.73536, -1.89676, -5.77696], [-1.72380, -2.22916, -5.66526], [-2.98798, -1.45793, -3.72876], [-5.32201, -0.20571, -0.33867], [-7.06293, 1.02706, 0.86614], [-6.46915, 3.07095, 2.15245], [-4.10766, 3.81749, 2.20773], [-2.38116, 2.56942, 0.98711], [0.33492, 3.77688, 1.73306], [-0.24406, 2.58861, 2.44387], [-0.58904, 2.56274, 3.77645], [-1.21054, 1.31401, 4.02232], [-1.22846, 0.64271, 2.82166], [-1.93547, -0.63795, 2.50368], [-0.62146, 1.40381, 1.84305], [0.03049, 4.68360, 2.25945], [-0.02014, 3.83938, 0.70251], [1.42736, 3.75997, 1.71511], [-0.43361, 3.36337, 4.48668], [-1.62416, 0.96605, 4.95767], [-2.08965, -1.21089, 3.41803], [-1.39621, -1.24780, 1.78143], [-2.91120, -0.43361, 2.06493], [2.04226, -5.83966, -0.81468], [2.72545, -4.47830, -0.64221], [3.98147, -4.63840, 0.21517], [3.11042, -3.92660, -2.01397], [1.91773, -3.52541, 0.06913], [0.35426, -3.17147, -0.28050], [-0.00981, -3.58416, -1.64053], [0.21986, -1.75941, 0.24916], [-0.47103, -4.16967, 0.69920], [-0.47187, -4.45024, 2.09246], [0.93616, -4.62932, 2.66637], [-1.25919, -5.75597, 2.21456], [-1.19755, -3.35346, 2.86484], [2.70324, -6.50486, -1.37431], [1.10942, -5.70647, -1.35995], [1.82032, -6.29784, 0.15068], [4.65615, -5.36240, -0.24585], [3.71764, -4.98318, 1.21714], [4.49612, -3.67937, 0.30053], [3.76766, -4.62731, -2.53480], [3.62230, -2.96879, -1.89509], [2.20552, -3.77030, -2.59676], [1.42854, -5.48446, 2.20280], [0.88037, -4.79444, 3.74445], [1.53070, -3.74011, 2.46417], [-0.76603, -6.54076, 1.63799], [-2.26075, -5.61166, 1.80688], [-1.33021, -6.06238, 3.26024], [-0.62061, -2.42789, 2.85704], [-1.34495, -3.66631, 3.90119], [-2.16491, -3.16082, 2.40226], [-4.02052, -4.25177, -1.76876], [-4.55868, -2.53047, -0.93149], [-5.31339, -3.07392, 0.85111], [-6.24712, -2.02306, -1.91066], [-2.99673, -1.48028, -0.68495], [-4.75782, -5.04166, -1.59115], [-3.05905, -4.56000, -1.35286], [-3.88576, -4.13783, -2.84683], [-6.05651, -3.87560, 0.75344], [-5.78336, -2.22490, 1.35444], [-4.50472, -3.43378, 1.49144], [-6.90855, -2.89412, -1.90551], [-6.05490, -1.75436, -2.95229], [-6.77217, -1.19336, -1.43418], [-2.19056, -2.16683, -0.90553]]
}